# 1
Computed, not measured: an isolated molecule of C3H6O at a distorted geometry, with ωB97M-V/def2-TZVPD.

Output
Orbital gap in eV: 10.711
Multiplicity: 1
Structure (SMILES): CCC=O
HOMO energy in eV: -9.7
Total charge: 0

Each line ends with the Löwdin charge.
Positions of all 10 atoms, in Å:
C: -0.5252 -0.9957 -0.2288  -0.09
C: 0.2796 0.0420 0.5897  -0.21
C: 0.4791 1.2545 -0.2524  -0.31
O: 0.9856 1.3660 -1.3318  0.06
H: -1.5455 -0.6240 -0.3558  0.08
H: -0.5977 -1.8951 0.3792  0.07
H: -0.1200 -1.1801 -1.2161  0.07
H: -0.1579 0.2067 1.5616  0.10
H: 1.2994 -0.3267 0.7876  0.12
H: -0.0975 2.1525 0.0667  0.12


# 2
Computed, not measured: a structure of composition C3H10NP2 at a distorted geometry, with ωB97M-V/def2-TZVPD.

Output
Orbital gap in eV: 9.438
Multiplicity: 1
HOMO energy in eV: -13.9
Total charge: +1

Each line ends with the Löwdin charge.
Positions of all 16 atoms, in Å:
C: 2.9743 -0.1293 0.5417  -0.30
C: -0.9111 0.1822 0.3831  -0.71
C: -2.3064 0.5379 -0.0977  -0.10
N: -0.3478 -1.0840 -0.1354  -0.07
P: 1.7152 -0.0391 -0.5067  0.74
P: 0.3143 1.5575 0.0382  0.85
H: 3.4819 -1.0885 0.5217  0.01
H: 2.8888 0.6281 1.4539  0.07
H: -0.8526 0.1745 1.5355  0.13
H: -2.5534 1.5201 0.2117  0.07
H: -2.9770 -0.1861 0.3846  0.10
H: -2.1825 0.5912 -1.1656  0.07
H: -0.9123 -1.5742 -0.9218  0.17
H: -0.2560 -1.7516 0.5338  0.05
H: 2.1555 -0.8724 -1.5539  0.01
H: -0.2309 1.5337 -1.2232  -0.09


# 3
Computed, not measured: a structure of composition C22H18EuF9O2 at a distorted geometry, with ωB97M-V/def2-TZVPD.

Output
Orbital gap (spin up / spin down) in eV: 5.194 / 6.438
Multiplicity: 8
HOMO energy (spin up / spin down) in eV: -3.0 / -4.2
Total charge: -1

Each line ends with the Mulliken spin population.
Positions of all 52 atoms, in Å:
C: -1.5183 1.6407 0.5970  0.02
C: -1.1757 1.8637 -0.7595  -0.01
C: -1.6536 0.7696 -1.5093  0.00
H: -0.6449 2.7156 -1.1497  0.00
C: -2.2806 -0.1254 -0.6192  -0.01
C: -2.2017 0.4046 0.6848  0.01
H: -2.5934 -0.0437 1.5825  0.00
H: -1.3020 2.3018 1.4180  0.01
H: -1.5359 0.6258 -2.5680  0.00
H: -2.6969 -1.0836 -0.8872  0.00
C: 2.3745 0.0553 0.1294  -0.01
C: 1.8826 1.1349 0.8813  -0.01
C: 1.1148 0.6121 1.9495  0.01
H: 2.0357 2.1792 0.6656  0.01
C: 1.1331 -0.7987 1.8591  0.01
C: 1.9098 -1.1364 0.7250  -0.01
H: 2.0844 -2.1299 0.3466  0.00
H: 2.9566 0.1208 -0.7726  0.00
H: 0.6092 1.1877 2.7053  0.01
H: 0.6600 -1.4854 2.5412  0.00
Eu: 0.0000 0.0000 0.0000  6.96
O: -0.2948 -3.2252 -2.3550  0.00
C: -0.5324 -2.9329 -3.7283  0.00
C: -1.1465 -4.1049 -3.0965  0.00
H: -1.1296 -2.0471 -3.9225  0.00
H: 0.3152 -3.0824 -4.3896  0.00
H: -2.1971 -4.0264 -2.8294  0.00
H: -2.6147 -6.2035 -3.8932  0.00
C: -1.5665 -6.4541 -3.7839  0.00
C: -0.6668 -5.4815 -3.3557  0.00
C: 0.6744 -5.8210 -3.2011  0.00
H: 1.3672 -5.0738 -2.8391  0.00
C: 1.1071 -7.1077 -3.4801  0.00
H: 2.1508 -7.3619 -3.3501  0.00
C: 0.2073 -8.0702 -3.9177  0.00
H: 0.5471 -9.0746 -4.1330  0.00
C: -1.1322 -7.7401 -4.0672  0.00
H: -1.8416 -8.4867 -4.3988  0.00
F: 3.0153 3.8870 1.8359  0.00
C: 1.9078 4.6406 1.4656  0.00
F: 1.9873 5.8569 2.1003  0.00
F: 1.9194 4.8110 0.0919  0.00
C: 0.6098 3.9728 1.9107  0.00
O: 0.4085 2.7663 1.3215  0.01
C: 0.6299 3.5399 3.4435  0.00
F: 0.5716 4.6138 4.2829  0.00
F: -0.4867 2.7497 3.7479  0.00
F: 1.7501 2.7865 3.7896  0.00
C: -0.7041 4.7999 1.7196  0.00
F: -0.5975 6.0169 2.3454  0.00
F: -1.0008 4.9708 0.3821  0.00
F: -1.8063 4.1877 2.3075  0.00


# 4
Computed, not measured: a structure of composition C47H59F6MnN4O5P2S3 at a distorted geometry, with ωB97M-V/def2-TZVPD.

Output
Orbital gap (spin up / spin down) in eV: 5.828 / 5.852
Multiplicity: 6
HOMO energy (spin up / spin down) in eV: -4.1 / -4.2
Total charge: -1

Each line ends with the Mulliken spin population.
Positions of all 127 atoms, in Å:
Mn: 0.1351 0.3302 0.7270  4.66
C: 1.3282 3.4629 4.2786  0.00
C: 1.4622 3.8031 2.7930  0.05
C: 0.3396 4.7570 2.3883  0.01
P: 1.4874 2.2631 1.7270  0.04
C: 2.9938 1.4348 2.4669  0.00
C: 4.3249 2.1770 2.5165  0.01
C: 3.1934 0.0363 1.8862  0.00
C: 1.7852 3.0820 0.1252  0.01
C: 2.9092 3.8398 -0.1707  -0.01
C: 2.9973 4.6152 -1.3198  0.00
C: 4.2761 5.3116 -1.7050  0.00
C: 1.8460 4.7279 -2.0938  0.00
C: 0.7062 3.9936 -1.8213  0.01
C: 0.6699 3.0536 -0.7694  0.03
N: -0.3622 2.2066 -0.4859  -0.09
C: -1.4268 1.9052 -1.2982  -0.02
C: -1.5046 2.0567 -2.6946  -0.03
C: -2.6666 1.7424 -3.3801  0.00
C: -3.7980 1.2551 -2.7337  0.01
C: -5.0447 0.8825 -3.4974  0.00
C: -3.7106 1.0353 -1.3635  0.01
C: -2.5538 1.3171 -0.6573  -0.12
P: -2.3293 0.9775 1.1263  0.22
C: -3.3465 2.4166 1.7671  0.02
C: -3.3071 2.5519 3.2933  0.00
C: -2.8952 3.7231 1.1102  0.01
C: -3.4724 -0.4614 1.4948  -0.09
C: -3.1221 -1.6473 0.5983  0.03
C: -3.2802 -0.8874 2.9510  0.02
H: 1.0881 4.3656 4.8465  0.00
H: 0.5169 2.7483 4.4322  0.00
H: 2.2405 3.0390 4.6983  0.00
H: 2.4134 4.3085 2.6052  0.00
H: -0.6114 4.4021 2.7869  0.00
H: 0.5282 5.7463 2.8128  0.00
H: 0.2578 4.8615 1.3057  0.00
H: 2.6458 1.2801 3.4973  0.00
H: 4.7863 2.2178 1.5289  0.00
H: 4.2093 3.1920 2.8959  0.00
H: 5.0129 1.6491 3.1816  0.00
H: 3.5257 0.0818 0.8496  0.00
H: 3.9521 -0.4891 2.4792  0.00
H: 1.5041 -0.5971 2.7093  -0.02
H: 3.7490 3.8331 0.5151  0.00
H: 4.9723 5.3432 -0.8655  0.00
H: 4.7659 4.7779 -2.5246  0.00
H: 4.0918 6.3348 -2.0394  0.00
H: 1.8413 5.4150 -2.9348  0.00
H: -0.1786 4.1597 -2.4188  0.00
H: -0.6270 2.3612 -3.2454  0.00
H: -2.6876 1.8644 -4.4586  0.00
H: -5.0745 1.3810 -4.4664  0.00
H: -5.0742 -0.1967 -3.6757  0.00
H: -5.9443 1.1499 -2.9404  0.00
H: -4.5681 0.6167 -0.8425  0.00
H: -4.3694 2.2062 1.4393  0.00
H: -2.2874 2.4532 3.6730  0.00
H: -3.6838 3.5338 3.5904  0.00
H: -3.9247 1.8044 3.7864  0.00
H: -1.8489 3.9217 1.3247  0.00
H: -3.0094 3.6862 0.0284  0.00
H: -3.4919 4.5558 1.4916  0.00
H: -4.5113 -0.1625 1.3220  0.00
H: -2.0504 -1.8601 0.6521  0.01
H: -3.6591 -2.5434 0.9242  0.00
H: -3.3674 -1.4428 -0.4429  0.01
H: -2.2295 -1.0878 3.1501  -0.02
H: -3.6130 -0.1376 3.6648  0.00
H: -3.8330 -1.8066 3.1590  0.00
F: 0.2791 -0.2567 7.6314  0.00
C: 0.3536 0.1381 6.3638  0.00
F: 1.5859 0.6391 6.1564  0.00
F: -0.5290 1.1310 6.1845  0.00
S: 0.0324 -1.2255 5.1395  0.01
O: 0.1376 -0.4607 3.8910  0.09
O: -1.2709 -1.6996 5.4883  0.00
N: 1.1315 -2.2859 5.4019  0.00
S: 2.6366 -2.0459 4.7780  0.00
O: 3.6228 -2.4513 5.7815  0.00
O: 1.9977 -0.7340 1.8756  0.04
C: 2.5636 -3.5580 3.6422  0.00
F: 3.6183 -3.5466 2.8137  0.00
F: 1.4516 -3.5692 2.9046  0.00
F: 2.6113 -4.6850 4.3531  0.00
C: 1.5356 0.1183 -0.7421  0.04
C: 2.4817 0.2193 -1.5075  0.04
C: 3.5862 0.3371 -2.4075  0.00
C: 3.5598 -0.2625 -3.6721  0.01
C: 4.6428 -0.1587 -4.5298  0.00
C: 5.7733 0.5523 -4.1494  0.01
C: 5.8076 1.1638 -2.9027  0.00
C: 4.7288 1.0586 -2.0404  0.01
H: 2.6706 -0.8031 -3.9744  0.00
H: 4.6055 -0.6370 -5.5013  0.00
H: 6.6178 0.6314 -4.8225  0.00
H: 6.6859 1.7214 -2.5998  0.00
H: 4.7490 1.5413 -1.0720  0.00
C: 0.8182 -3.0222 -5.5004  0.00
C: 0.5376 -4.3154 -4.7378  0.00
C: 1.1637 -4.3294 -3.3431  0.00
N: 0.7429 -3.1798 -2.5456  0.01
C: -0.5058 -2.8163 -2.2244  0.01
S: -0.8962 -1.1915 -2.1254  -0.01
N: -1.5363 -3.7129 -1.9812  0.00
C: -1.6347 -5.0732 -1.7490  0.00
O: -0.6915 -5.8281 -1.6632  0.00
C: -3.0437 -5.5445 -1.5721  0.00
C: -4.1643 -4.8430 -2.0158  0.00
C: -5.4353 -5.3515 -1.8036  0.00
C: -5.6048 -6.5640 -1.1515  0.00
C: -4.4926 -7.2752 -0.7200  0.00
C: -3.2233 -6.7703 -0.9341  0.00
H: 0.4068 -3.0724 -6.5093  0.00
H: 1.8925 -2.8394 -5.5835  0.00
H: 0.3633 -2.1688 -4.9935  0.00
H: 0.9187 -5.1756 -5.2938  0.00
H: -0.5441 -4.4473 -4.6394  0.00
H: 2.2504 -4.2793 -3.4152  0.00
H: 0.8907 -5.2432 -2.8262  0.00
H: 1.3395 -2.3635 -2.5812  0.00
H: -2.3848 -3.1965 -1.8059  0.00
H: -4.0628 -3.9127 -2.5623  0.00
H: -6.3002 -4.8015 -2.1510  0.00
H: -6.6001 -6.9538 -0.9823  0.00
H: -4.6212 -8.2239 -0.2155  0.00
H: -2.3400 -7.3055 -0.6120  0.00